Entry from the Open Molecules 2025 dataset: a structure of composition C50H48AsN8O9P2Rb (ωB97M-V with the def2-TZVPD basis set).

The geometry in XYZ format:
```
119
C50H48AsN8O9P2Rb, DFT ωB97M-V with the def2-TZVPD basis set
Rb 0.937 -1.374 -1.106
C 1.586 0.382 5.646
C 0.072 0.464 5.887
C -0.660 1.121 4.707
C -0.839 2.483 4.627
C -1.449 3.060 3.547
C -1.796 2.226 2.521
C -1.685 0.825 2.686
N -1.112 0.284 3.771
N 1.933 -0.251 4.443
C 3.173 0.330 3.876
C 3.021 1.750 3.341
C 4.146 2.228 2.667
C 4.115 3.570 2.306
C 3.003 4.380 2.682
C 1.992 3.764 3.324
N 1.988 2.480 3.749
C 2.165 -1.726 4.542
C 2.289 -2.462 3.243
C 3.560 -2.790 2.819
C 3.656 -3.514 1.655
C 2.462 -3.803 0.940
C 1.266 -3.400 1.486
N 1.156 -2.746 2.630
H 2.035 -0.145 6.458
H 1.995 1.402 5.709
H -0.163 1.017 6.841
H -0.266 -0.559 5.917
H -0.524 3.132 5.504
H -1.599 4.127 3.452
H -2.221 2.586 1.530
H -2.099 0.130 1.965
H 3.530 -0.293 3.054
H 3.964 0.336 4.621
H 4.882 1.550 2.276
H 4.897 3.927 1.700
H 2.866 5.417 2.374
H 1.143 4.360 3.595
H 1.341 -2.241 5.034
H 3.146 -1.852 5.062
H 4.397 -2.435 3.406
H 4.605 -3.759 1.175
H 2.512 -4.246 -0.060
H 0.384 -3.730 0.971
O -2.197 -4.973 -2.935
C -1.538 -4.600 -1.909
N -0.276 -4.546 -1.683
C 0.411 -4.981 -2.873
C 1.892 -4.660 -2.740
C 2.717 -5.662 -2.287
C 4.071 -5.421 -1.997
C 4.626 -4.210 -2.346
C 3.743 -3.230 -2.848
N 2.430 -3.443 -3.039
C -2.336 -4.110 -0.748
C -3.719 -4.225 -0.692
C -4.393 -3.721 0.413
C -3.652 -3.055 1.378
C -2.278 -2.965 1.268
N -1.654 -3.522 0.245
H 0.302 -6.066 -3.033
H -0.007 -4.517 -3.764
H 2.350 -6.693 -2.052
H 4.671 -6.225 -1.631
H 5.658 -4.028 -2.191
H 4.130 -2.258 -3.061
H -4.300 -4.714 -1.436
H -5.452 -3.858 0.432
H -4.130 -2.628 2.264
H -1.644 -2.397 1.963
O 5.399 -0.223 -1.740
P 4.524 -0.450 -0.367
O 5.434 -0.703 0.774
O 3.483 -1.454 -0.715
O 3.910 1.060 -0.225
P 2.877 1.846 -1.123
O 3.265 1.497 -2.699
O 3.136 3.304 -1.025
O 1.527 1.228 -0.907
H 4.769 0.240 -2.283
H 3.715 2.271 -3.059
N 0.865 -3.075 -5.803
C 0.510 -3.718 -6.698
H 1.182 -2.758 -4.889
O -1.395 0.574 -2.793
As -2.415 1.793 -2.500
C -3.652 1.296 -1.128
C -3.862 -0.060 -0.967
C -4.840 -0.526 -0.082
C -5.690 0.318 0.591
C -5.503 1.676 0.424
C -4.536 2.177 -0.498
C -1.643 3.412 -2.007
C -0.393 3.174 -1.388
C 0.387 4.273 -1.029
C -0.089 5.550 -1.249
C -1.283 5.751 -1.911
C -2.101 4.689 -2.250
C -3.517 2.410 -3.956
C -3.009 2.609 -5.195
C -3.796 3.178 -6.212
C -5.082 3.550 -5.935
C -5.646 3.326 -4.678
C -4.875 2.737 -3.719
H -3.251 -0.716 -1.474
H -4.972 -1.615 -0.009
H -6.444 -0.079 1.248
H -6.024 2.406 1.070
H -4.330 3.228 -0.656
H -0.104 2.182 -1.169
H 1.393 4.146 -0.594
H 0.562 6.386 -1.000
H -1.679 6.725 -2.073
H -3.016 4.928 -2.838
H -1.968 2.472 -5.398
H -3.369 3.372 -7.210
H -5.673 3.964 -6.742
H -6.661 3.694 -4.481
H -5.347 2.635 -2.703
```

Calculated values
Maximum force ... 3.04 eV/A
E ... -163056.5851 eV
Orbital gap ... 6.614 eV
Total charge ... -2
E_HOMO ... -3.05 eV

Entry from the Open Molecules 2025 dataset: a cluster of 3 separate species, C3H12NO3 in total (ωB97M-V with the def2-TZVPD basis set).

The geometry in XYZ format:
```
19
C3H12NO3, DFT ωB97M-V with the def2-TZVPD basis set
C -0.337 -0.543 0.148
C 0.804 -1.635 -0.027
C 2.210 -1.019 -0.301
O 2.096 0.178 -0.270
N -1.519 -0.898 1.072
H -0.699 -0.301 -0.884
H 0.101 0.401 0.470
H 0.385 -2.208 -0.961
H 0.939 -2.210 0.942
H 3.095 -1.682 -0.341
H -2.242 -0.137 1.084
H -1.168 -1.084 2.043
H -2.038 -1.731 0.774
H 0.120 2.215 -2.215
H 0.984 1.435 -1.308
O 0.021 1.626 -1.484
H -2.922 2.054 0.733
H -1.529 2.114 0.613
O -2.174 1.521 0.833
```

Calculated values
Maximum force ... 4.14 eV/A
E ... -10930.5057 eV
Orbital gap ... 10.706 eV
Total charge ... +1
E_HOMO ... -13.89 eV